(1)
Entry from the OMol25 dataset: a single C4H10N2O molecule in a non-equilibrium geometry (ωB97M-V/def2-TZVPD).

Structure (XYZ):
```
17
Properties=species:S:1:pos:R:3
C 1.146 -2.270 -1.157
C -0.355 -1.965 -1.012
C -0.891 -0.610 -0.425
N 0.086 0.407 -0.383
C 0.042 1.247 0.793
N -0.820 2.388 0.793
O 0.783 1.164 1.726
H 1.546 -1.577 -1.845
H 1.340 -3.238 -1.716
H 1.761 -2.211 -0.270
H -0.887 -1.879 -1.949
H -0.796 -2.825 -0.512
H -1.241 -0.800 0.598
H -1.709 -0.352 -1.058
H 1.011 -0.036 -0.413
H -1.428 2.479 0.041
H -0.382 3.148 1.256
```

LUMO: 0.9 eV
Highest occupied orbital energy: -9.39 eV
SMILES: CCCNC(N)=O

***

(2)
Entry from the OMol25 dataset: a single C4H10N2O molecule in a non-equilibrium geometry (ωB97M-V/def2-TZVPD).

Structure (XYZ):
```
17
Properties=species:S:1:pos:R:3
C -2.236 -0.613 1.887
N -1.926 -0.199 0.720
C -0.501 0.427 0.602
N 0.333 -0.619 0.105
C 0.038 -1.090 -1.236
O 1.733 0.078 0.173
C 1.996 1.104 -0.771
H -3.256 -0.984 2.074
H -1.558 -0.591 2.755
H -0.179 0.759 1.594
H -0.621 1.273 -0.079
H 0.907 -1.621 -1.640
H -0.792 -1.802 -1.203
H -0.232 -0.287 -1.929
H 3.049 1.390 -0.676
H 1.846 0.775 -1.805
H 1.400 2.001 -0.572
```

LUMO: 1.1 eV
Highest occupied orbital energy: -9.45 eV
SMILES: C=NCN(C)OC

***

(3)
Entry from the OMol25 dataset: a single C4H10N2O molecule in a non-equilibrium geometry (ωB97M-V/def2-TZVPD).

Structure (XYZ):
```
17
Properties=species:S:1:pos:R:3
C -2.389 0.369 0.815
N -1.779 -0.420 0.063
C -0.246 -0.528 -0.190
C -0.092 -0.954 -1.646
N 0.276 0.759 0.165
C 1.762 0.524 0.452
O 1.913 -0.015 1.722
H -3.411 0.126 1.096
H -1.997 1.329 1.165
H 0.112 -1.293 0.506
H 0.959 -1.064 -1.910
H -0.595 -1.904 -1.805
H -0.542 -0.206 -2.297
H 0.154 1.410 -0.604
H 2.309 -0.146 -0.227
H 2.212 1.523 0.367
H 1.355 0.489 2.328
```

LUMO: 0.9 eV
Highest occupied orbital energy: -8.71 eV
SMILES: C=N[C@@H](C)NCO

***

(4)
Entry from the OMol25 dataset: a single C4H10N2O molecule in a non-equilibrium geometry (ωB97M-V/def2-TZVPD).

Structure (XYZ):
```
17
Properties=species:S:1:pos:R:3
C -1.950 -0.074 1.017
C -0.860 -0.579 0.104
C -1.144 -0.259 -1.348
O -0.935 -1.011 -2.257
N 0.414 0.037 0.548
C 1.496 0.179 -0.441
N 2.774 0.309 0.139
H -1.980 1.022 0.990
H -2.953 -0.460 0.834
H -1.716 -0.316 2.053
H -0.740 -1.661 0.199
H -1.520 0.769 -1.528
H 0.192 0.957 0.919
H 1.301 0.980 -1.154
H 1.441 -0.690 -1.103
H 3.154 1.232 0.262
H 3.025 -0.434 0.766
```

LUMO: 1.0 eV
Highest occupied orbital energy: -8.96 eV
SMILES: C[C@@H](C=O)NCN

***

(5)
Entry from the OMol25 dataset: a single C4H10N2O molecule in a non-equilibrium geometry (ωB97M-V/def2-TZVPD).

Structure (XYZ):
```
17
Properties=species:S:1:pos:R:3
C 0.804 -1.153 0.481
N -0.495 -0.977 1.032
C -1.556 -0.585 -0.184
N -1.977 0.837 0.371
O -1.143 -0.609 -1.379
C 1.545 0.217 0.265
C 1.002 1.009 -0.919
H 0.800 -1.663 -0.529
H 1.264 -1.701 1.274
H -2.381 -1.317 0.103
H -3.072 1.045 0.287
H -1.708 0.760 1.387
H 1.497 0.627 1.255
H 2.571 0.037 0.196
H 1.351 0.580 -1.816
H -0.008 0.826 -0.900
H 1.508 2.065 -0.924
```

LUMO: -2.9 eV
Highest occupied orbital energy: -8.85 eV

***

(6)
Entry from the OMol25 dataset: a molecular structure, C4H10N2O in a non-equilibrium geometry (ωB97M-V/def2-TZVPD).

Structure (XYZ):
```
17
Properties=species:S:1:pos:R:3
C 0.282 -0.279 -0.185
C 0.234 0.196 -1.607
N 2.138 -0.269 0.514
N 0.035 0.617 0.786
C -1.759 0.401 0.760
C -2.401 -0.706 1.081
O 2.917 0.667 -0.206
H 2.605 1.579 -0.177
H 2.396 -1.165 0.089
H 0.316 0.358 1.725
H 0.087 -1.347 -0.044
H -2.209 1.386 0.763
H 1.207 -0.012 -2.063
H -0.556 -0.309 -2.158
H 0.092 1.274 -1.668
H -3.450 -0.707 1.361
H -1.934 -1.684 1.030
```

LUMO: 1.0 eV
Highest occupied orbital energy: -7.93 eV

***

(7)
Entry from the OMol25 dataset: a single C4H10N2O molecule in a non-equilibrium geometry (ωB97M-V/def2-TZVPD).

Structure (XYZ):
```
17
Properties=species:S:1:pos:R:3
C 1.131 -1.855 -0.189
N -0.003 -1.008 -0.461
C -0.674 -0.403 0.706
C -1.350 0.962 0.302
N -0.554 1.728 -0.635
C 0.779 1.893 -0.295
O 1.200 1.850 0.837
H 1.806 -1.270 0.462
H 1.686 -2.013 -1.118
H 1.050 -2.753 0.432
H -0.735 -1.518 -0.951
H 0.101 -0.196 1.425
H -1.425 -1.047 1.174
H -2.285 0.652 -0.160
H -1.496 1.441 1.267
H -0.667 1.601 -1.624
H 1.437 1.937 -1.174
```

LUMO: 1.0 eV
Highest occupied orbital energy: -9.10 eV
SMILES: CNCCNC=O

***

(8)
Entry from the OMol25 dataset: a single C4H10N2O molecule in a non-equilibrium geometry (ωB97M-V/def2-TZVPD).

Structure (XYZ):
```
17
Properties=species:S:1:pos:R:3
C -0.904 0.054 2.023
C 0.137 -0.723 1.292
C 0.923 -0.192 0.189
O 2.091 -0.599 -0.003
N 0.459 0.941 -0.487
C -0.905 0.847 -1.065
N -1.126 -0.358 -1.928
H -1.704 0.604 1.407
H -1.584 -0.430 2.616
H -0.471 0.719 2.706
H 0.834 -1.263 2.024
H -0.340 -1.637 0.654
H 1.251 1.439 -0.806
H -1.537 0.508 -0.178
H -1.264 1.780 -1.314
H -2.084 -0.568 -1.976
H -0.667 -0.356 -2.831
```

LUMO: 0.9 eV
Highest occupied orbital energy: -9.41 eV
SMILES: CCC(=O)NCN

***

(9)
Entry from the OMol25 dataset: 2 unconnected molecules or ions with the total composition C4H10N2O in a non-equilibrium geometry (ωB97M-V/def2-TZVPD).

Structure (XYZ):
```
17
Properties=species:S:1:pos:R:3
N 2.015 0.111 0.926
C 1.338 -0.389 -0.253
C 0.654 0.765 -0.963
N -0.656 1.185 -0.282
C -1.755 0.474 -0.253
C -2.074 -0.599 0.753
O -3.052 -1.282 0.623
H 2.814 -0.421 1.240
H 1.363 0.154 1.697
H 2.085 -0.743 -0.961
H 0.655 -1.234 -0.075
H 1.324 1.615 -0.903
H 0.407 0.598 -2.010
H -0.353 1.564 0.619
H -0.961 -1.640 -0.648
H -2.444 0.541 -1.097
H -1.360 -0.701 1.587
```

⟨S²⟩: 0.780
LUMO (spin up / spin down): -7.2 / -7.8 eV
Highest occupied orbital energy (spin up / spin down): -14.07 / -14.14 eV
Total charge: +1
2S+1: 2

***

(10)
Entry from the OMol25 dataset: 2 unconnected molecules or ions with the total composition C4H10N2O2 (ωB97M-V/def2-TZVPD).

Structure (XYZ):
```
18
Properties=species:S:1:pos:R:3
C -0.189 0.621 2.296
C -0.939 -0.675 2.248
O -1.460 -1.178 3.239
N -1.012 -1.215 1.018
H -1.578 -2.039 0.908
H -0.450 -0.915 0.226
H -0.787 1.444 1.911
H 0.672 0.549 1.632
H 0.113 0.838 3.319
C 1.846 -0.405 -2.213
C 0.745 0.588 -1.996
O -0.199 0.327 -1.245
N 0.798 1.696 -2.745
H 2.092 -0.895 -1.269
H 2.779 0.040 -2.581
H 0.095 2.412 -2.609
H 1.459 1.832 -3.508
H 1.518 -1.179 -2.913
```

⟨S²⟩: 0.750
LUMO (spin up / spin down): 3.7 / 3.6 eV
Highest occupied orbital energy (spin up / spin down): 0.81 / -6.53 eV
Total charge: -1
2S+1: 2

***

(11)
Entry from the OMol25 dataset: a gas-phase ion, C4H10N2O2 (charge -1) in a non-equilibrium geometry (ωB97M-V/def2-TZVPD).

Structure (XYZ):
```
18
Properties=species:S:1:pos:R:3
O -1.959 -0.055 -1.589
C -1.166 -0.999 -1.211
C 0.109 -0.587 -0.497
C 0.639 -1.740 0.391
O 0.668 -2.985 -0.300
N -0.157 0.511 0.429
C 0.204 1.860 0.001
N -0.153 2.845 1.003
H -1.340 -2.048 -1.456
H 0.886 -0.336 -1.244
H 1.612 -1.457 0.829
H 0.010 -1.842 1.287
H 1.545 -3.314 -0.270
H -1.149 0.523 0.629
H 1.282 1.935 -0.122
H -0.329 2.093 -0.924
H 0.421 2.813 1.825
H -1.124 2.785 1.218
```

⟨S²⟩: 0.754
LUMO (spin up / spin down): 3.8 / 3.6 eV
Highest occupied orbital energy (spin up / spin down): 0.32 / -3.22 eV
Total charge: -1
2S+1: 2

***

(12)
Entry from the OMol25 dataset: a single C4H10N2O2 molecule in a non-equilibrium geometry (ωB97M-V/def2-TZVPD).

Structure (XYZ):
```
18
Properties=species:S:1:pos:R:3
C 2.165 1.166 -0.273
C 1.144 0.439 0.588
N 0.385 -0.537 -0.107
C -0.991 -0.361 -0.643
C -2.089 -0.549 0.448
O -3.384 -0.190 -0.013
N 0.819 -1.754 -0.270
O 1.969 -1.954 0.118
H 1.617 1.675 -1.061
H 2.764 1.869 0.371
H 2.849 0.348 -0.642
H 1.678 -0.149 1.356
H 0.484 1.106 1.130
H -1.118 0.699 -1.027
H -1.103 -1.058 -1.463
H -1.754 0.063 1.281
H -2.247 -1.547 0.827
H -3.187 0.733 -0.620
```

LUMO: 0.5 eV
Highest occupied orbital energy: -9.27 eV
SMILES: CCN(CCO)N=O

***

(13)
Entry from the OMol25 dataset: a single C4H10N2O2 molecule in a non-equilibrium geometry (ωB97M-V/def2-TZVPD).

Structure (XYZ):
```
18
Properties=species:S:1:pos:R:3
C 0.838 -1.608 -1.627
C -0.011 -0.466 -0.992
N -0.319 0.725 -1.782
C 0.786 0.022 0.225
O 1.821 0.625 0.060
N 0.207 -0.138 1.471
C -1.281 -0.131 1.641
O -1.872 1.045 1.258
H 1.660 -1.138 -2.159
H 1.063 -2.221 -0.748
H 0.242 -2.298 -2.228
H -1.013 -0.870 -0.848
H -0.470 0.648 -2.774
H 0.415 1.426 -1.737
H 0.689 0.256 2.266
H -1.658 -1.016 1.136
H -1.424 -0.341 2.703
H -1.588 1.366 0.396
```

LUMO: 0.9 eV
Highest occupied orbital energy: -9.59 eV
SMILES: C[C@H](N)C(=O)NCO

***

(14)
Entry from the OMol25 dataset: a single C4H10N2O2 molecule in a non-equilibrium geometry (ωB97M-V/def2-TZVPD).

Structure (XYZ):
```
18
Properties=species:S:1:pos:R:3
C 0.510 -0.185 0.099
C -0.818 0.070 -1.033
C 1.799 -0.456 -0.649
C 0.566 1.049 0.986
N -1.991 -0.261 -0.375
N 0.018 -1.311 0.782
O -1.263 -1.219 1.091
O -2.506 0.905 0.224
H -3.330 0.604 0.626
H 0.243 -2.199 0.324
H -0.733 1.118 -1.314
H -0.634 -0.624 -1.852
H 2.012 0.374 -1.326
H 2.636 -0.548 0.049
H 1.736 -1.370 -1.244
H 1.319 0.904 1.762
H 0.835 1.924 0.395
H -0.399 1.226 1.455
```

LUMO (spin up / spin down): 0.8 / 0.8 eV
Highest occupied orbital energy (spin up / spin down): -8.37 / -8.37 eV

***

(15)
Entry from the OMol25 dataset: a single C4H10N2O2 molecule in a non-equilibrium geometry (ωB97M-V/def2-TZVPD).

Structure (XYZ):
```
18
Properties=species:S:1:pos:R:3
N 0.816 1.194 -0.687
C 0.232 0.317 0.277
C 1.214 -0.179 1.397
O 2.191 0.832 1.631
C -0.401 -0.905 -0.346
N -1.299 -0.504 -1.448
C -2.593 -0.215 -1.111
O -3.108 -0.483 -0.054
H 1.626 0.762 -1.105
H 1.111 2.063 -0.266
H -0.604 0.724 0.846
H 0.685 -0.348 2.329
H 1.669 -1.106 1.031
H 3.043 0.427 1.830
H 0.363 -1.572 -0.755
H -1.014 -1.391 0.403
H -0.777 0.131 -2.041
H -3.154 0.254 -1.933
```

LUMO: 0.7 eV
Highest occupied orbital energy: -9.68 eV
SMILES: N[C@H](CO)CNC=O

***

(16)
Entry from the OMol25 dataset: a single C4H10N2O2 molecule in a non-equilibrium geometry (ωB97M-V/def2-TZVPD).

Structure (XYZ):
```
18
Properties=species:S:1:pos:R:3
C -0.836 -1.491 1.223
N 0.143 -1.021 0.285
O -0.410 -1.248 -1.156
C 0.080 0.018 -1.504
O 1.253 -0.013 -2.231
C 0.315 0.420 0.019
C -0.757 1.360 0.550
N 1.607 0.926 0.347
H -0.883 -2.576 1.142
H -0.469 -1.220 2.215
H -1.837 -1.076 1.072
H -0.671 0.640 -2.019
H 1.237 -0.793 -2.799
H -1.750 1.046 0.236
H -0.562 2.353 0.153
H -0.720 1.407 1.636
H 1.961 0.520 1.204
H 2.298 0.749 -0.372
```

LUMO: 1.0 eV
Highest occupied orbital energy: -9.05 eV
SMILES: CN1O[C@H](O)[C@]1(C)N

***

(17)
Entry from the OMol25 dataset: a single C4H10N2O2 molecule in a non-equilibrium geometry (ωB97M-V/def2-TZVPD).

Structure (XYZ):
```
18
Properties=species:S:1:pos:R:3
C 0.945 -1.336 -1.348
C 0.085 -0.228 -0.803
N -0.244 0.950 -1.613
C 0.866 0.294 0.405
O 1.951 0.822 0.335
N 0.309 0.049 1.657
C -1.124 -0.009 1.816
O -1.713 1.259 1.448
H 1.816 -0.992 -1.926
H 1.520 -1.924 -0.629
H 0.472 -1.951 -2.118
H -0.868 -0.651 -0.450
H -0.171 0.726 -2.587
H 0.040 1.815 -1.200
H 0.779 0.618 2.348
H -1.639 -0.807 1.304
H -1.417 -0.010 2.865
H -1.610 1.374 0.494
```

LUMO: 0.9 eV
Highest occupied orbital energy: -9.53 eV
SMILES: C[C@H](N)C(=O)NCO

***

(18)
Entry from the OMol25 dataset: 2 unconnected molecules or ions with the total composition C4H10N2O2 in a non-equilibrium geometry (ωB97M-V/def2-TZVPD).

Structure (XYZ):
```
18
Properties=species:S:1:pos:R:3
O -2.499 -0.311 0.308
C -2.031 0.952 0.128
C -0.452 0.927 0.120
C 0.270 1.906 -0.425
O 1.221 0.487 -2.417
N -0.003 -0.194 0.859
C 0.968 -1.258 0.345
N 1.285 -2.120 1.488
H -2.361 1.691 0.944
H -2.354 1.388 -0.781
H 1.088 1.849 -0.962
H -0.274 2.812 -0.619
H 1.345 0.030 -3.278
H -0.940 -0.783 0.900
H 1.843 -0.808 -0.087
H 0.414 -1.864 -0.491
H 0.942 -3.079 1.564
H 1.538 -1.626 2.405
```

LUMO: -4.1 eV
Highest occupied orbital energy: -8.63 eV

***

(19)
Entry from the OMol25 dataset: a single C4H10N2O2 molecule in a non-equilibrium geometry (ωB97M-V/def2-TZVPD).

Structure (XYZ):
```
18
Properties=species:S:1:pos:R:3
C 0.095 -0.958 -2.057
C -0.088 -0.948 -0.554
O -1.227 -1.530 -0.112
N 0.195 0.389 0.034
C -0.834 1.402 -0.180
C 0.449 0.061 1.389
N 1.378 0.843 1.979
O -0.332 -0.648 2.073
H -0.748 -0.447 -2.520
H 1.017 -0.455 -2.333
H 0.112 -1.986 -2.408
H 0.824 -1.449 0.013
H -1.136 -1.382 1.027
H -1.840 1.007 -0.012
H -0.662 2.223 0.514
H -0.759 1.756 -1.208
H 1.606 0.690 2.947
H 1.952 1.434 1.406
```

LUMO: 0.7 eV
Highest occupied orbital energy: -9.45 eV
SMILES: C[C@H](O)N(C)C(N)=O

***

(20)
Entry from the OMol25 dataset: 2 unconnected molecules or ions with the total composition C4H10N2O2 in a non-equilibrium geometry (ωB97M-V/def2-TZVPD).

Structure (XYZ):
```
18
Properties=species:S:1:pos:R:3
N 1.595 0.537 1.540
O 0.367 -0.033 2.009
C -0.860 0.619 1.490
N -0.595 1.661 0.673
O -1.898 0.341 2.010
H 2.229 -0.255 1.448
H 1.950 1.133 2.288
H 0.355 1.716 0.325
H -1.394 2.150 0.307
C -1.556 -1.043 -1.148
C -0.270 -1.070 -0.841
C 0.836 -0.661 -1.760
H -1.897 -0.651 -2.097
H -2.309 -1.393 -0.459
H 0.050 -1.392 0.184
H 1.675 -0.258 -1.192
H 0.513 0.117 -2.451
H 1.209 -1.516 -2.324
```

LUMO: 0.8 eV
Highest occupied orbital energy: -9.49 eV
SMILES: NOC(N)=O.C=CC